Below is a structure of composition C29H32As2MoN5O4S2, with properties calculated with ωB97M-V/def2-TZVPD.

Cartesian coordinates (Å):
Mo1 0.349 0.934 -0.166
N1 -0.061 -3.935 -0.189
C1 -0.386 -2.747 -0.831
S1 0.131 -2.496 -2.438
N2 -1.110 -1.930 -0.103
N3 -1.162 -0.640 -0.581
C2 -2.286 -0.223 -1.032
C3 -3.462 -1.118 -1.198
C4 -4.372 -1.308 -0.165
C5 -5.471 -2.133 -0.351
C6 -5.663 -2.775 -1.567
C7 -4.750 -2.591 -2.596
C8 -3.652 -1.763 -2.414
C9 -2.355 1.176 -1.499
C10 -3.505 1.719 -2.056
C11 -3.462 3.018 -2.535
C12 -2.275 3.727 -2.463
C13 -1.170 3.126 -1.879
N4 -1.223 1.889 -1.390
H1 0.088 -4.704 -0.821
H2 -0.639 -4.139 0.613
H3 -4.212 -0.808 0.782
H4 -6.177 -2.280 0.458
H5 -6.519 -3.423 -1.709
H6 -4.887 -3.101 -3.542
H7 -2.917 -1.636 -3.201
H8 -4.406 1.125 -2.113
H9 -4.347 3.466 -2.969
H10 -2.192 4.734 -2.846
H11 -0.208 3.624 -1.809
C14 3.520 -3.267 -0.772
As1 3.141 -1.356 -1.066
C15 4.128 -1.184 -2.742
C16 4.461 -0.666 0.219
C17 5.837 -0.660 0.018
C18 6.698 -0.160 0.983
C19 6.185 0.342 2.172
C20 4.815 0.350 2.383
C21 3.949 -0.143 1.410
As2 2.013 -0.085 1.658
C22 1.841 1.070 3.215
C23 1.671 -1.822 2.472
H12 4.590 -3.473 -0.836
H13 2.979 -3.825 -1.536
H14 3.146 -3.576 0.204
H15 5.068 -1.736 -2.725
H16 4.296 -0.125 -2.927
H17 3.490 -1.590 -3.527
H18 6.244 -1.044 -0.910
H19 7.767 -0.155 0.806
H20 6.850 0.741 2.929
H21 4.428 0.766 3.304
H22 2.186 2.064 2.935
H23 2.391 0.702 4.081
H24 0.779 1.120 3.450
H25 2.431 -2.057 3.217
H26 1.650 -2.585 1.696
H27 0.685 -1.784 2.937
O1 1.949 3.622 -2.184
S2 2.309 2.361 -1.566
O2 3.678 1.953 -1.768
O3 1.961 2.374 -0.077
O4 1.345 1.251 -2.018
N5 -0.681 1.397 1.155
C24 -1.831 1.874 1.735
C25 -2.704 0.980 2.367
C26 -3.898 1.435 2.901
C27 -4.240 2.779 2.818
C28 -3.371 3.670 2.199
C29 -2.174 3.228 1.661
H28 -2.419 -0.065 2.414
H29 -4.570 0.735 3.384
H30 -5.175 3.131 3.235
H31 -3.630 4.720 2.133
H32 -1.487 3.910 1.175

Calculated values
orbital gap: 0.2335 Eh
spin multiplicity: 1
HOMO energy: -0.1562 Eh
total charge: -1
energy: -7035.28392 hartree
energy above the lowest of the compared OMol25 structures with the same formula, charge and spin: 0.00 kJ/mol
E_LUMO: 2.1 eV

=====

Below is a structure of composition C29H32AsCuN6Si, with properties calculated with ωB97M-V/def2-TZVPD.

Cartesian coordinates (Å):
Cu1 -1.010 0.089 0.410
N1 -2.918 -2.629 -0.050
C1 -3.109 -2.095 1.162
N2 -3.910 -2.732 2.006
C2 -4.040 -2.158 3.203
N3 -4.843 -2.744 4.093
N4 -3.422 -1.018 3.600
C3 -2.663 -0.472 2.682
N5 -2.462 -0.941 1.447
C4 -1.950 0.793 3.031
C5 -2.098 1.378 4.276
C6 -1.433 2.569 4.527
C7 -0.657 3.129 3.529
C8 -0.560 2.473 2.312
N6 -1.185 1.325 2.069
H1 -3.401 -3.475 -0.295
H2 -2.334 -2.172 -0.728
H3 -5.304 -3.604 3.855
H4 -4.941 -2.346 5.009
H5 -2.728 0.903 5.012
H6 -1.529 3.054 5.488
H7 -0.132 4.061 3.679
H8 0.028 2.881 1.500
C9 1.745 -3.055 1.845
As1 1.132 -1.465 0.904
C10 2.421 -0.178 1.592
C11 1.841 -1.909 -0.885
C12 3.327 -2.032 -0.988
C13 4.129 -0.895 -1.052
C14 5.506 -1.002 -1.152
C15 6.107 -2.253 -1.186
C16 5.320 -3.393 -1.129
C17 3.940 -3.281 -1.035
H9 2.800 -3.191 1.608
H10 1.175 -3.923 1.519
H11 1.618 -2.926 2.918
H12 3.439 -0.545 1.472
H13 2.207 -0.040 2.652
H14 2.310 0.776 1.080
H15 1.454 -1.182 -1.597
H16 1.357 -2.864 -1.110
H17 3.668 0.087 -1.039
H18 6.114 -0.109 -1.207
H19 7.182 -2.338 -1.264
H20 5.779 -4.371 -1.166
H21 3.330 -4.176 -1.001
C18 0.286 -0.805 -5.239
C19 1.369 -0.117 -4.715
C20 1.236 0.572 -3.517
C21 0.019 0.586 -2.830
C22 -1.060 -0.118 -3.374
C23 -0.932 -0.805 -4.570
Si1 -0.119 1.479 -1.203
C24 -1.246 2.962 -1.175
C25 -0.709 4.244 -1.030
C26 -1.527 5.366 -1.037
C27 -2.897 5.220 -1.187
C28 -3.450 3.955 -1.331
C29 -2.631 2.839 -1.322
H22 0.389 -1.343 -6.172
H23 2.317 -0.117 -5.236
H24 2.091 1.102 -3.115
H25 -2.019 -0.122 -2.867
H26 -1.778 -1.337 -4.985
H27 1.235 1.916 -0.765
H28 0.362 4.373 -0.921
H29 -1.095 6.352 -0.931
H30 -3.535 6.093 -1.195
H31 -4.520 3.842 -1.449
H32 -3.082 1.858 -1.429

Calculated values
orbital gap (alpha / beta): 0.2617 / 0.2438 Eh
spin multiplicity: 2
HOMO energy (alpha / beta): -0.3740 / -0.4004 Eh
total charge: +1
energy: -5618.45439 hartree
energy above the lowest of the compared OMol25 structures with the same formula, charge and spin: 38.08 kJ/mol
E_LUMO (alpha / beta): -3.1 / -4.3 eV

=====

Below is a structure of composition C29H32BrN6O3PdS3 in a non-equilibrium geometry, with properties calculated with ωB97M-V/def2-TZVPD.

Cartesian coordinates (Å):
Pd1 -0.366 -0.978 0.191
C1 -1.912 -1.533 6.219
C2 -2.268 -0.228 5.530
N1 -2.546 -0.423 4.093
C3 -3.967 -0.562 3.742
C4 -4.595 0.775 3.378
C5 -1.540 -0.484 3.222
S1 -2.063 -0.763 1.561
N2 -0.325 -0.283 3.728
C6 0.787 -0.476 3.028
O1 0.868 -0.957 1.864
C7 2.064 -0.123 3.702
C8 3.243 -0.084 2.962
C9 4.438 0.244 3.582
C10 4.462 0.523 4.943
C11 3.288 0.478 5.685
C12 2.091 0.157 5.066
H1 -1.767 -1.362 7.286
H2 -0.991 -1.943 5.806
H3 -2.706 -2.272 6.102
H4 -1.462 0.493 5.628
H5 -3.170 0.208 5.959
H6 -4.459 -0.994 4.612
H7 -4.070 -1.276 2.929
H8 -4.521 1.480 4.206
H9 -5.651 0.639 3.143
H10 -4.104 1.207 2.505
H11 3.210 -0.310 1.904
H12 5.355 0.280 3.007
H13 5.396 0.776 5.427
H14 3.308 0.691 6.745
H15 1.172 0.111 5.634
C13 -0.115 2.548 1.692
O2 -0.249 1.903 0.407
C14 -0.291 2.629 -0.679
C15 -0.255 4.014 -0.721
C16 -0.286 4.658 -1.946
Br1 -0.253 6.507 -2.022
C17 -0.330 3.936 -3.164
C18 -0.367 2.574 -3.165
C19 -0.391 1.824 -1.923
O3 -0.485 0.590 -1.867
C20 -0.385 1.827 -4.431
N3 -0.391 0.506 -4.528
C21 -0.407 0.131 -5.875
C22 -0.421 -1.114 -6.496
C23 -0.439 -1.107 -7.872
C24 -0.440 0.093 -8.610
C25 -0.421 1.324 -7.993
C26 -0.404 1.310 -6.602
N4 -0.388 2.346 -5.660
H16 0.794 3.147 1.712
H17 -0.053 1.746 2.417
H18 -0.993 3.163 1.887
H19 -0.204 4.599 0.185
H20 -0.330 4.510 -4.081
H21 -0.411 -0.064 -3.686
H22 -0.421 -2.036 -5.930
H23 -0.454 -2.047 -8.406
H24 -0.458 0.044 -9.690
H25 -0.420 2.245 -8.561
H26 -0.386 3.329 -5.877
C27 3.504 -4.824 -2.084
N5 3.152 -3.576 -1.421
C28 1.955 -3.004 -1.467
N6 0.964 -3.682 -2.059
S2 1.789 -1.435 -0.820
H27 4.544 -5.045 -1.867
H28 3.383 -4.744 -3.166
H29 2.902 -5.652 -1.705
H30 3.875 -3.043 -0.967
H31 1.078 -4.635 -2.361
H32 0.040 -3.296 -2.018
S3 -2.800 -2.936 -1.220
C29 -1.532 -2.282 -0.748

Calculated values
orbital gap (alpha / beta): 0.2541 / 0.2020 Eh
spin multiplicity: 2
HOMO energy (alpha / beta): -0.4780 / -0.4780 Eh
total charge: +2
energy: -5574.51694 hartree
energy above the lowest of the compared OMol25 structures with the same formula, charge and spin: 0.00 kJ/mol
E_LUMO (alpha / beta): -6.1 / -7.5 eV